DFT (wB97M-V/def2-TZVPD) results for C5H27O11Sr as an isolated structure in a non-equilibrium geometry.

Properties
- 2S+1: 2
- HOMO level (alpha / beta): -5.69 / -10.03 eV
- ⟨S²⟩: 0.750
- E_LUMO (alpha / beta): -0.6120 / -0.9789 eV
- Relative energy (zero: lowest compared OMol25 entry of this formula, charge and spin): 0.0 kJ/mol

Last column: Mulliken spin population.
Positions of all 44 atoms, in Å:
Sr: -2.2489 -1.4959 2.6811  1.099
C: 0.1385 -0.2274 -1.1206  0.033
C: -0.5091 -0.5032 0.2200  0.106
O: 0.1958 -0.2802 1.2849  -0.160
O: -1.7019 -0.7955 0.1752  -0.126
H: -0.6148 -0.2090 -1.9082  -0.001
H: 1.0071 -0.8284 -1.3897  0.001
H: 0.5789 0.7691 -1.0848  0.000
C: 0.8785 3.3089 2.7127  0.001
O: 2.1486 3.5446 2.1269  0.000
H: 1.0468 2.9839 3.7394  0.001
H: 0.1938 4.1506 2.8161  0.000
H: 0.4295 2.4119 2.2862  0.007
H: 2.5270 4.1632 2.7560  0.000
C: -2.4919 2.5760 -0.1309  -0.008
O: -3.3543 1.6516 -0.7753  0.000
H: -2.1625 2.2409 0.8526  0.016
H: -1.5923 2.4789 -0.7386  0.001
H: -2.9245 3.5762 -0.1519  0.000
H: -2.9356 0.7982 -0.6410  0.006
C: 2.0781 0.4303 -4.5265  0.000
O: 2.7087 -0.7777 -4.8184  0.000
H: 2.7955 1.0242 -3.9601  0.000
H: 1.9004 0.9049 -5.4915  0.000
H: 1.1097 0.2935 -4.0453  0.000
H: 3.5447 -0.8017 -4.3471  0.000
O: 2.9374 0.8732 1.0631  0.001
H: 2.1086 0.4062 0.9574  0.001
H: 2.6836 1.7515 1.3466  0.000
O: -1.4431 -3.4767 1.2568  -0.050
H: -1.9548 -4.2797 1.3549  -0.005
H: -0.5824 -3.7750 0.9630  0.016
O: -4.1623 -1.9141 -1.8412  0.004
H: -4.4353 -2.7395 -1.4407  -0.001
H: -3.3618 -1.6741 -1.3744  0.008
O: 1.6973 0.1522 3.8131  0.008
H: 1.2456 0.1154 2.9700  0.014
H: 2.6108 0.3293 3.5884  0.002
O: 1.9516 -2.4380 1.8750  0.009
H: 1.4802 -2.2910 2.6950  0.009
H: 1.7141 -1.6918 1.3246  0.008
O: -1.7635 -3.4834 -2.0693  -0.001
H: -1.7043 -4.3592 -1.6876  0.000
H: -1.7677 -2.8930 -1.3158  0.002

DFT (wB97M-V/def2-TZVPD) results for a 8-piece molecular cluster, C5H28N2O7S overall in a non-equilibrium geometry.

Properties
- 2S+1: 1
- HOMO level: -8.77 eV
- E_LUMO: 0.1400 eV
- Structure (SMILES): CNCCNCCS.O.O.O.O.O.O.O
- Relative energy (zero: lowest compared OMol25 entry of this formula, charge and spin): 400.0 kJ/mol

Last column: natural (NBO) charge in e.
Positions of all 43 atoms, in Å:
C: -0.3145 -1.7460 -0.7068  -0.226
N: 0.9473 -1.4581 -1.4914  -0.629
C: 1.4524 -0.0996 -1.2469  -0.252
C: 2.9666 -0.0032 -1.3847  -0.579
S: 3.8781 1.4615 -1.6329  -0.005
C: -0.2338 -2.3401 0.6576  -0.247
N: -1.5005 -2.8381 1.1982  -0.623
C: -1.3518 -3.7413 2.3284  -0.427
H: -0.9223 -2.5541 -1.2661  0.172
H: -0.9161 -0.7293 -0.8215  0.218
H: 1.7245 -2.0986 -1.3280  0.352
H: 0.7643 0.4539 -1.6926  0.196
H: 1.1773 0.4092 -0.1839  0.198
H: 3.3369 -0.6616 -2.1733  0.203
H: 3.4216 -0.4787 -0.4773  0.228
H: 2.9873 2.2849 -2.3771  0.127
H: 0.3243 -1.5745 1.3168  0.187
H: 0.6752 -3.1265 0.5927  0.152
H: -1.7863 -3.4572 0.4114  0.350
H: -0.3474 -3.7193 2.8155  0.198
H: -1.7800 -4.6525 2.0052  0.198
H: -1.8229 -3.4249 3.2168  0.190
H: -1.5726 1.0829 -0.1095  0.469
H: -0.6687 1.5701 0.9542  0.483
O: -0.7518 1.3272 0.0804  -0.941
H: -1.5516 0.7829 -2.6798  0.489
H: -2.7566 1.4421 -3.1316  0.460
O: -2.4468 0.8289 -2.4202  -0.963
H: -2.6252 3.4640 1.4279  0.469
H: -1.8064 3.5938 0.1073  0.482
O: -1.7828 3.8162 1.1224  -0.950
H: 2.7026 -0.4933 3.2453  0.466
H: 1.1854 0.0907 3.5441  0.504
O: 2.1525 0.0743 3.7625  -0.993
H: -1.0456 -0.3427 2.6790  0.499
H: -1.0364 1.1381 3.1588  0.489
O: -0.4263 0.4056 3.1193  -0.963
H: 0.6610 0.3199 -3.7725  0.494
H: -0.3393 1.1155 -4.5884  0.465
O: -0.2868 0.4702 -3.9769  -0.941
H: -4.4670 0.0545 1.8571  0.468
H: -4.5052 0.9778 0.7473  0.471
O: -4.2455 0.9281 1.6644  -0.939

DFT (wB97M-V/def2-TZVPD) results for a 9-piece molecular cluster, C5H28NO10 overall in a non-equilibrium geometry.

Properties
- 2S+1: 1
- HOMO level: -5.08 eV
- Total charge: -1
- E_LUMO: 2.8670 eV
- Relative energy (zero: lowest compared OMol25 entry of this formula, charge and spin): 34.1 kJ/mol

Last column: natural (NBO) charge in e.
Positions of all 44 atoms, in Å:
C: 1.6096 2.2806 0.5914  -0.197
N: 1.8594 0.8842 0.2865  -0.652
C: 0.7563 -0.0649 0.2453  -0.112
C: 1.0442 -1.2483 1.1570  -0.078
O: -0.1486 -1.9998 1.4115  -0.788
C: 0.5007 -0.6464 -1.1553  -0.086
O: -0.7041 -1.4168 -1.0688  -0.987
C: 0.5161 2.9538 -0.2723  -0.632
H: 2.5640 2.8013 0.5384  0.184
H: 1.2262 2.3040 1.6170  0.183
H: 2.5178 0.6996 -0.4519  0.361
H: -0.1982 0.4175 0.4649  0.189
H: 1.7719 -1.8814 0.6418  0.179
H: 1.4689 -1.0071 2.1338  0.180
H: -0.6216 -1.9466 0.5356  0.518
H: 0.2806 0.1668 -1.8617  0.156
H: 1.3096 -1.2485 -1.5758  0.167
H: 0.7780 3.0161 -1.3201  0.227
H: 0.3821 3.9523 0.1569  0.194
H: -0.4055 2.4050 -0.0925  0.193
H: -0.8559 1.9004 -3.0603  0.495
H: -0.1962 1.9802 -4.4421  0.460
O: -0.0515 2.2136 -3.5235  -0.981
H: -1.3055 1.2965 3.5940  0.504
H: -2.2762 2.5415 3.4201  0.473
O: -1.5128 2.2117 3.8864  -1.003
H: -1.9073 0.8871 -1.6115  0.482
H: -2.5238 0.5315 -2.9735  0.510
O: -2.4110 1.2529 -2.3299  -0.973
H: -0.3231 1.2768 5.0891  0.482
H: 0.1721 -0.0107 5.5258  0.461
O: 0.4417 0.9196 5.5816  -0.949
H: -0.9559 -0.9938 2.3844  0.514
H: -2.2797 -0.4104 2.9543  0.464
O: -1.3259 -0.3420 3.0586  -1.013
H: -0.6420 -4.4565 -1.5297  0.456
H: -0.4149 -2.8805 -1.6338  0.512
O: -0.3051 -3.7714 -2.1028  -1.036
H: -1.4143 -1.1209 -2.4865  0.511
H: -1.5917 -2.1065 -3.6873  0.480
O: -1.8068 -1.2204 -3.4078  -1.047
H: 2.6803 -3.2161 -2.2526  0.469
H: 1.7156 -3.6418 -1.1262  0.494
O: 2.5826 -3.2621 -1.3086  -0.964

DFT (wB97M-V/def2-TZVPD) results for a 11-piece molecular cluster, C5H28O11 overall in a non-equilibrium geometry.

Properties
- 2S+1: 2
- HOMO level (alpha / beta): 0.36 / -5.04 eV
- ⟨S²⟩: 0.751
- Total charge: -1
- E_LUMO (alpha / beta): 2.3139 / 2.2178 eV
- Relative energy (zero: lowest compared OMol25 entry of this formula, charge and spin): 0.0 kJ/mol

Last column: Mulliken spin population.
Positions of all 44 atoms, in Å:
C: 5.5682 -0.8780 -0.6931  -0.066
C: 4.3581 -1.1914 -0.1939  0.157
C: 3.5148 -0.2782 0.5495  -0.080
C: 2.2904 -0.6942 0.9979  0.467
O: 1.9814 -1.9711 1.0395  -0.062
C: 1.1596 0.1390 1.7040  -0.091
H: 5.9795 -1.6077 -1.3503  -0.010
H: 6.0260 0.0835 -0.5150  -0.006
H: 3.8737 -2.2620 -0.2003  0.045
H: 3.8512 0.7409 0.6560  -0.006
H: 1.0058 -2.2241 1.2898  0.089
H: 0.4577 0.3982 0.9439  0.097
H: 1.4047 1.0138 2.3867  -0.083
H: 0.5842 -0.4680 2.4047  0.017
H: -1.8423 2.9145 -1.2105  -0.028
H: -0.2884 3.0715 -0.9580  -0.028
O: -1.1449 3.0731 -0.5784  0.124
H: -1.8861 1.4455 -2.7488  0.017
H: -2.8823 0.9925 -1.5081  -0.055
O: -2.6759 1.6654 -2.2029  0.145
H: -1.3722 0.5246 -5.2280  -0.043
H: -0.0642 0.7832 -6.0240  -0.154
O: -0.6090 1.0493 -5.3805  0.338
H: -1.4804 -0.4128 5.1712  -0.013
H: -1.4002 1.0935 5.3128  -0.012
O: -2.0424 0.3726 5.1212  0.034
H: -0.7057 -2.3509 0.3664  0.079
H: -1.1624 -1.4401 1.4476  0.056
O: -0.6734 -2.3817 1.2888  -0.023
H: -2.8192 -0.9085 -0.5458  0.057
H: -3.5262 0.1741 0.4204  -0.053
O: -3.3917 -0.2243 -0.4362  0.019
H: 1.0276 -2.6040 -3.7698  -0.239
H: 1.4720 -1.8401 -2.7091  0.107
O: 0.7210 -1.9417 -3.1792  0.205
H: -1.3056 4.4507 2.0383  -0.019
H: -1.2062 3.3456 1.1385  0.006
O: -1.2258 3.4420 2.0011  0.040
H: -2.5811 0.5329 3.3069  0.003
H: -2.0844 1.1614 2.2258  0.029
O: -2.5135 0.2905 2.4251  -0.053
H: -1.9754 -2.8784 -1.7690  0.124
H: -0.9454 -1.8365 -1.8126  0.052
O: -1.4713 -2.3646 -1.2225  -0.182

DFT (wB97M-V/def2-TZVPD) results for a 11-piece molecular cluster, C5H29NO10 overall in a non-equilibrium geometry.

Properties
- 2S+1: 2
- HOMO level (alpha / beta): -13.12 / -13.12 eV
- ⟨S²⟩: 0.773
- Total charge: +1
- E_LUMO (alpha / beta): -3.4170 / -6.6052 eV
- Relative energy (zero: lowest compared OMol25 entry of this formula, charge and spin): 292.9 kJ/mol

Last column: Mulliken spin population.
Positions of all 45 atoms, in Å:
C: -3.4666 2.1107 -1.0945  -0.016
N: -0.7592 0.8700 -0.9249  0.333
C: -1.5601 1.1298 0.1879  0.164
C: -2.6117 1.8859 0.1509  0.268
C: -3.2069 2.0969 1.5376  -0.026
C: -2.8186 1.5174 2.6696  0.205
H: -2.8500 1.9121 -1.9322  0.000
H: -3.7893 3.1607 -1.1000  0.018
H: -4.4348 1.4968 -1.1601  0.022
H: -0.9213 1.2152 -1.8588  -0.015
H: 0.0619 0.3322 -0.7222  -0.019
H: -1.1407 0.6654 1.2255  0.011
H: -3.8352 2.9392 1.6708  0.008
H: -2.2496 0.7252 2.8337  0.033
H: -3.2049 2.0201 3.5620  0.002
H: 1.8098 2.1305 -2.6427  -0.001
H: 1.5876 3.6554 -2.6371  0.000
O: 1.6904 2.9323 -2.1176  0.001
H: 2.3384 -3.6033 -0.8654  0.000
H: 2.7107 -3.5365 0.5760  0.000
O: 2.0039 -3.2574 0.0430  0.000
H: -0.4379 -0.5069 -2.8006  0.000
H: 0.0617 -1.9352 -2.6526  0.000
O: -0.0051 -1.2603 -3.2655  0.001
H: -2.1956 -1.0756 -1.1759  0.000
H: -1.6347 -2.2300 -0.5680  0.000
O: -1.4864 -1.7256 -1.3689  0.004
H: 2.8561 -0.2596 1.5714  0.000
H: 2.6929 0.2905 0.0236  0.000
O: 2.4261 0.4365 1.0093  0.000
H: 0.6508 2.8264 1.2354  0.001
H: 0.0730 3.4409 0.0471  -0.001
O: 0.0348 3.4216 1.0318  0.008
H: -0.0413 -2.3168 3.3336  0.000
H: -0.2337 -2.2969 1.8061  0.000
O: 0.4180 -2.2736 2.5069  0.000
H: 2.7051 -0.5195 -2.6099  0.000
H: 3.5242 0.5026 -3.4740  0.000
O: 3.5944 -0.2403 -2.8020  0.000
H: 3.4515 -2.1975 2.5983  0.000
H: 2.0259 -1.6584 3.1194  0.000
O: 2.9074 -1.3291 2.8086  0.000
H: -0.5777 -4.5019 1.0463  0.000
H: 0.2871 -3.5701 0.2059  0.000
O: -0.5826 -3.6591 0.5431  0.000

DFT (wB97M-V/def2-TZVPD) results for a 10-piece molecular cluster, C5H29O10S overall in a non-equilibrium geometry.

Properties
- 2S+1: 1
- HOMO level: -6.18 eV
- Total charge: -1
- E_LUMO: 2.7481 eV
- Relative energy (zero: lowest compared OMol25 entry of this formula, charge and spin): 28.6 kJ/mol

Last column: natural (NBO) charge in e.
Positions of all 45 atoms, in Å:
C: 0.6751 -1.9634 0.3256  -0.053
O: -0.6361 -1.3487 0.1468  -0.941
C: 1.8787 -0.9955 0.5275  -0.449
C: 2.4515 -0.3282 -0.6636  -0.438
C: 3.7428 0.5740 -0.5245  -0.511
S: 3.5767 1.8628 0.7312  0.205
C: 2.5996 2.8861 -0.3354  -0.824
H: 0.7646 -2.6832 -0.5255  0.178
H: 0.8056 -2.6652 1.2282  0.170
H: 2.5201 -1.6973 1.0054  0.194
H: 1.6564 -0.1860 1.3153  0.218
H: 2.7233 -1.0835 -1.3874  0.199
H: 1.7007 0.3005 -1.1298  0.245
H: 3.9429 0.9772 -1.4918  0.206
H: 4.6593 0.0383 -0.1825  0.207
H: 1.8505 3.5773 0.2019  0.232
H: 1.6672 2.3451 -0.7854  0.241
H: 3.1535 3.1788 -1.2585  0.220
H: -2.4032 1.3105 2.1402  0.502
H: -3.6319 1.1594 2.9988  0.453
O: -3.3844 1.5529 2.0953  -1.002
H: -1.0486 0.6168 -2.1782  0.461
H: -0.5873 -0.3757 -0.8686  0.507
O: -0.3312 0.4465 -1.6996  -1.053
H: -0.8781 1.3996 0.5935  0.485
H: -0.7444 -0.0372 1.1189  0.525
O: -0.9553 0.9719 1.4761  -1.042
H: -3.8247 1.6573 -0.4559  0.478
H: -3.1485 0.3331 0.2664  0.512
O: -3.2481 0.8883 -0.5456  -0.991
H: -1.9586 -2.0416 2.7865  0.468
H: -1.7861 -2.0111 1.1292  0.514
O: -2.4156 -2.2356 1.8668  -1.011
H: -1.5392 -3.8348 -0.9108  0.489
H: -2.1087 -3.6587 0.6155  0.492
O: -1.5371 -4.2393 -0.0199  -1.023
H: -1.5763 -2.6890 -2.6763  0.480
H: -1.3567 -1.8691 -1.3393  0.500
O: -1.9816 -2.3973 -1.8981  -0.984
H: 0.0432 -0.7777 -2.6434  0.501
H: -0.8288 -0.6604 -3.9930  0.455
O: -0.1836 -1.2459 -3.5251  -1.019
H: -1.2539 3.3895 1.4954  0.474
H: 0.1645 3.5170 1.2146  0.458
O: -0.6134 4.0605 1.6086  -0.931

What did the third record say?
DFT (wB97M-V/def2-TZVPD) results for a 9-piece molecular cluster, C5H28NO10 overall in a non-equilibrium geometry.

Properties
- 2S+1: 1
- HOMO level: -5.08 eV
- Total charge: -1
- E_LUMO: 2.8670 eV
- Relative energy (zero: lowest compared OMol25 entry of this formula, charge and spin): 34.1 kJ/mol

Last column: natural (NBO) charge in e.
Positions of all 44 atoms, in Å:
C: 1.6096 2.2806 0.5914  -0.197
N: 1.8594 0.8842 0.2865  -0.652
C: 0.7563 -0.0649 0.2453  -0.112
C: 1.0442 -1.2483 1.1570  -0.078
O: -0.1486 -1.9998 1.4115  -0.788
C: 0.5007 -0.6464 -1.1553  -0.086
O: -0.7041 -1.4168 -1.0688  -0.987
C: 0.5161 2.9538 -0.2723  -0.632
H: 2.5640 2.8013 0.5384  0.184
H: 1.2262 2.3040 1.6170  0.183
H: 2.5178 0.6996 -0.4519  0.361
H: -0.1982 0.4175 0.4649  0.189
H: 1.7719 -1.8814 0.6418  0.179
H: 1.4689 -1.0071 2.1338  0.180
H: -0.6216 -1.9466 0.5356  0.518
H: 0.2806 0.1668 -1.8617  0.156
H: 1.3096 -1.2485 -1.5758  0.167
H: 0.7780 3.0161 -1.3201  0.227
H: 0.3821 3.9523 0.1569  0.194
H: -0.4055 2.4050 -0.0925  0.193
H: -0.8559 1.9004 -3.0603  0.495
H: -0.1962 1.9802 -4.4421  0.460
O: -0.0515 2.2136 -3.5235  -0.981
H: -1.3055 1.2965 3.5940  0.504
H: -2.2762 2.5415 3.4201  0.473
O: -1.5128 2.2117 3.8864  -1.003
H: -1.9073 0.8871 -1.6115  0.482
H: -2.5238 0.5315 -2.9735  0.510
O: -2.4110 1.2529 -2.3299  -0.973
H: -0.3231 1.2768 5.0891  0.482
H: 0.1721 -0.0107 5.5258  0.461
O: 0.4417 0.9196 5.5816  -0.949
H: -0.9559 -0.9938 2.3844  0.514
H: -2.2797 -0.4104 2.9543  0.464
O: -1.3259 -0.3420 3.0586  -1.013
H: -0.6420 -4.4565 -1.5297  0.456
H: -0.4149 -2.8805 -1.6338  0.512
O: -0.3051 -3.7714 -2.1028  -1.036
H: -1.4143 -1.1209 -2.4865  0.511
H: -1.5917 -2.1065 -3.6873  0.480
O: -1.8068 -1.2204 -3.4078  -1.047
H: 2.6803 -3.2161 -2.2526  0.469
H: 1.7156 -3.6418 -1.1262  0.494
O: 2.5826 -3.2621 -1.3086  -0.964